(1)
C4H7N3 | wB97M-V/def2-TZVPD

The spin multiplicity is 1. As for the frontier orbital gap (alpha / beta): 7.90 / 8.56 eV. Its energy above the lowest of the compared OMol25 structures with the same formula, charge and spin is 396.30 kJ/mol. Its net charge is 0. For the LUMO energy (alpha / beta), the calculation gives -0.035 / 0.002 Eh.

Last column: Löwdin charge in e.
Element x y z (Å)
C1 2.2427 -0.0623 0.3755  -0.12
N1 1.4501 0.1592 -0.8255  -0.03
C2 0.0661 0.2574 -0.7452  -0.53
N2 -0.6980 0.9242 -1.4983  0.24
N3 -2.8762 0.3100 -0.4435  0.09
C3 -2.1206 -0.4078 0.3115  -0.28
C4 -0.7010 -0.2137 0.3875  -0.01
H1 1.9766 -1.0234 0.8261  0.08
H2 3.2987 -0.1086 0.0889  0.08
H3 2.1263 0.7307 1.1326  0.08
H4 1.8168 0.8866 -1.4259  0.12
H5 -3.8211 -0.0835 -0.5157  0.05
H6 -2.5140 -1.2160 0.9451  0.11
H7 -0.2335 -0.1233 1.3739  0.10

---

(2)
C4H7N3 | wB97M-V/def2-TZVPD

The spin multiplicity is 1. As for the frontier orbital gap: 10.17 eV. Its energy above the lowest of the compared OMol25 structures with the same formula, charge and spin is 69.82 kJ/mol. Its net charge is 0. For the LUMO energy, the calculation gives 0.034 Eh. The structure (SMILES) is [H]/N=C1\CCN=CN1.

Last column: Löwdin charge in e.
Element x y z (Å)
H1 -2.8411 0.4433 0.1686  0.07
N1 -2.3495 -0.4103 -0.1677  0.12
C1 -1.1342 -0.1824 0.0120  -0.38
C2 -0.2508 1.1135 0.3183  -0.10
C3 1.0540 0.8778 -0.3625  -0.27
N2 1.7938 -0.2967 0.0296  0.03
C4 1.1300 -1.3016 0.1502  -0.29
N3 -0.2219 -1.3325 -0.1749  0.06
H2 -0.0080 1.1312 1.4103  0.13
H3 -0.8145 1.9958 -0.0957  0.13
H4 0.9891 0.8541 -1.4589  0.13
H5 1.7332 1.6918 -0.1704  0.10
H6 1.6005 -2.3063 0.3649  0.14
H7 -0.6805 -2.2777 -0.0238  0.15

---

(3)
C4H7N3 | wB97M-V/def2-TZVPD

The spin multiplicity is 1. As for the frontier orbital gap: 8.49 eV. Its energy above the lowest of the compared OMol25 structures with the same formula, charge and spin is 362.03 kJ/mol. Its net charge is 0. For the LUMO energy, the calculation gives 0.029 Eh. The structure (SMILES) is N/N=C1/C=CNC1.

Last column: Löwdin charge in e.
Element x y z (Å)
N1 -2.5833 -0.1968 0.0244  -0.07
N2 -1.6498 0.7503 -0.0562  -0.05
C1 -0.3796 0.3876 -0.1241  -0.34
C2 0.6377 1.3341 -0.0609  -0.09
C3 1.7906 0.7539 -0.0325  -0.12
N3 1.8792 -0.7297 -0.3391  0.04
C4 0.3963 -0.8727 0.0766  -0.17
H1 -3.4670 0.0437 -0.6003  0.13
H2 -2.1176 -1.2269 -0.1741  0.12
H3 0.3919 2.3931 -0.0382  0.13
H4 2.6499 1.2125 0.2247  0.07
H5 2.4815 -1.0455 0.4474  0.11
H6 0.2116 -1.0473 1.0917  0.10
H7 -0.2414 -1.7562 -0.4393  0.14

---

(4)
C4H7N3 | wB97M-V/def2-TZVPD

The spin multiplicity is 1. As for the frontier orbital gap: 10.20 eV. Its energy above the lowest of the compared OMol25 structures with the same formula, charge and spin is 74.37 kJ/mol. Its net charge is 0. For the LUMO energy, the calculation gives 0.032 Eh. The structure (SMILES) is Cc1cn(C)nn1.

Last column: Löwdin charge in e.
Element x y z (Å)
C1 -2.5108 0.1192 -0.1923  -0.05
C2 -1.0780 -0.2043 0.0823  -0.35
C3 0.0286 0.6049 0.0080  -0.03
N1 1.0716 -0.2250 0.2313  -0.21
C4 2.4802 0.0549 0.0557  -0.02
N2 0.6459 -1.4735 0.4418  0.02
N3 -0.6488 -1.4664 0.3629  0.04
H1 -3.1150 -0.7857 -0.0956  0.07
H2 -2.9050 0.8796 0.4890  0.07
H3 -2.6232 0.4957 -1.2151  0.08
H4 0.1583 1.6601 -0.1825  0.13
H5 3.0211 -0.8774 0.2165  0.09
H6 2.8216 0.8136 0.7641  0.09
H7 2.6537 0.4042 -0.9661  0.09

---

Repeat the third record exactly.
C4H7N3 | wB97M-V/def2-TZVPD

The spin multiplicity is 1. As for the frontier orbital gap: 8.49 eV. Its energy above the lowest of the compared OMol25 structures with the same formula, charge and spin is 362.03 kJ/mol. Its net charge is 0. For the LUMO energy, the calculation gives 0.029 Eh. The structure (SMILES) is N/N=C1/C=CNC1.

Last column: Löwdin charge in e.
Element x y z (Å)
N1 -2.5833 -0.1968 0.0244  -0.07
N2 -1.6498 0.7503 -0.0562  -0.05
C1 -0.3796 0.3876 -0.1241  -0.34
C2 0.6377 1.3341 -0.0609  -0.09
C3 1.7906 0.7539 -0.0325  -0.12
N3 1.8792 -0.7297 -0.3391  0.04
C4 0.3963 -0.8727 0.0766  -0.17
H1 -3.4670 0.0437 -0.6003  0.13
H2 -2.1176 -1.2269 -0.1741  0.12
H3 0.3919 2.3931 -0.0382  0.13
H4 2.6499 1.2125 0.2247  0.07
H5 2.4815 -1.0455 0.4474  0.11
H6 0.2116 -1.0473 1.0917  0.10
H7 -0.2414 -1.7562 -0.4393  0.14